Entry 1:
{"formula": "C17H35BClNO5S", "method": "the ωB97M-V functional and the def2-TZVPD basis", "symbols": ["B", "H", "O", "H", "H", "O", "C", "N", "H", "H", "H", "H", "C", "C", "H", "H", "C", "H", "C", "C", "H", "H", "H", "H", "H", "O", "H", "H", "H", "C", "C", "H", "C", "C", "C", "H", "C", "Cl", "C", "H", "C", "H", "H", "H", "H", "C", "H", "H", "H", "H", "H", "C", "H", "C", "O", "H", "H", "S", "H", "O", "H"], "positions_angstrom": [[1.575, 3.929, 0.832], [0.962, -4.635, -3.660], [2.208, 3.619, 2.175], [-2.707, 0.181, 2.478], [2.672, 0.649, 5.332], [-4.626, 2.768, 2.815], [1.353, -2.614, -4.344], [-0.159, -1.915, -1.961], [2.260, -1.027, -3.231], [-2.744, 2.209, 4.396], [1.478, 0.327, -1.576], [-1.374, -2.843, -4.381], [0.420, 2.190, 1.598], [1.342, -1.180, -3.805], [3.299, 1.806, 3.104], [-0.951, -0.567, -4.813], [2.189, 1.535, 4.915], [-0.225, 0.709, -1.384], [0.004, 0.728, 1.532], [-1.107, -0.430, -3.741], [-1.406, -3.995, -0.819], [1.377, -0.472, -4.635], [-2.214, 0.034, 4.138], [0.094, 0.323, 3.657], [-0.613, -0.940, 2.693], [-3.124, 2.139, 0.972], [1.853, -3.641, -2.519], [-0.724, 0.618, 0.728], [0.330, -4.282, -0.675], [-0.268, -3.296, -2.520], [-1.453, -3.452, -3.486], [2.343, -2.828, -4.753], [1.369, 2.643, 2.752], [-0.572, 0.146, 2.815], [-0.505, -4.266, -1.371], [0.877, 0.141, 1.238], [-1.984, 0.551, 3.204], [-2.661, 4.652, 2.111], [1.035, -3.626, -3.245], [1.153, 1.530, 5.257], [-2.203, 2.047, 3.466], [0.655, -2.722, -5.179], [-1.285, 2.629, 3.498], [-0.638, -5.271, -1.774], [0.603, 4.694, 1.060], [0.540, 0.443, -2.111], [0.824, 3.132, 3.579], [-1.976, -1.014, -3.451], [2.305, 4.486, 0.024], [-1.379, 0.611, -3.577], [-0.502, 2.793, 1.632], [2.277, 1.567, 3.388], [-1.506, -4.493, -3.809], [0.153, -0.796, -2.908], [0.551, -1.890, -0.890], [-2.391, -3.206, -2.987], [2.065, 0.573, 2.998], [-3.317, 2.734, 2.249], [2.688, 2.408, 5.334], [1.106, 2.576, 0.438], [0.651, 1.279, -2.802]], "mulliken_spin": [0.00, 0.00, 0.00, 0.00, 0.00, 0.00, -0.02, 0.40, 0.00, 0.00, 0.01, 0.00, 0.00, 0.03, 0.00, 0.00, 0.00, 0.01, -0.01, 0.02, 0.00, 0.00, 0.00, 0.00, 0.00, 0.00, 0.00, 0.01, 0.00, 0.00, 0.02, 0.00, 0.00, 0.00, -0.01, 0.01, 0.00, 0.00, 0.03, 0.00, 0.00, 0.00, 0.00, 0.00, 0.00, -0.04, 0.00, -0.01, 0.00, 0.00, 0.00, 0.00, 0.00, 0.01, 0.55, -0.01, 0.00, 0.00, 0.00, 0.00, 0.00], "spin_multiplicity": 2, "charge": -1, "s_squared": 0.754, "lumo_energy_ha": [0.0891, 0.0890], "e_tot_ev": -53958.6470, "de_lowest_kcal_mol": 6.2, "max_force_ev_per_a": 1.1}

Entry 2:
{"formula": "C17H35BNO13", "method": "the ωB97M-V functional and the def2-TZVPD basis", "symbols": ["C", "H", "H", "H", "H", "H", "C", "C", "H", "O", "H", "C", "O", "O", "H", "H", "H", "H", "H", "H", "C", "H", "O", "C", "H", "H", "H", "C", "H", "C", "B", "O", "O", "O", "O", "C", "H", "H", "H", "O", "H", "C", "H", "O", "C", "H", "H", "C", "C", "O", "H", "H", "H", "C", "O", "O", "C", "H", "H", "H", "H", "C", "H", "N", "H", "C", "H"], "positions_angstrom": [[-0.810, 0.992, -3.583], [-2.466, 4.147, 1.169], [-0.709, -0.265, -8.983], [4.095, -6.133, -1.663], [-6.768, 7.753, 3.949], [0.770, -5.714, 5.266], [0.732, -3.598, 4.819], [-5.689, 7.590, 4.014], [-2.959, 1.069, -3.359], [-5.355, 6.487, 3.173], [2.220, -5.116, 4.423], [1.132, -5.027, 4.496], [-0.895, 0.190, -4.767], [5.953, -4.126, -1.422], [0.053, 1.666, -3.625], [0.722, -5.343, 3.532], [-4.575, 2.425, -0.318], [-0.904, 3.696, 3.031], [-5.183, 8.505, 3.690], [-2.079, 2.287, -2.403], [4.478, -2.301, 1.179], [5.069, -7.073, -2.810], [-3.140, 6.987, 3.510], [5.332, -3.954, -0.228], [-5.436, 7.355, 5.053], [-3.758, 1.247, 0.940], [-0.357, -3.481, 4.855], [-2.105, 1.753, -3.357], [3.423, -2.572, 1.069], [-2.472, 4.809, 2.041], [-3.637, 1.708, -0.138], [-0.335, -3.182, 2.362], [5.187, -2.622, -0.017], [-0.450, 2.039, -6.057], [-2.393, 2.519, -0.282], [4.888, -6.070, -2.415], [-0.641, 0.306, -2.746], [4.917, -2.800, 2.048], [0.198, 1.119, -8.347], [-3.837, 5.182, 2.270], [1.370, -0.743, 0.107], [6.159, -5.487, -1.821], [1.014, -2.480, 0.022], [1.370, -1.711, 1.912], [-1.195, 1.660, -0.001], [6.945, -5.479, -2.583], [-2.279, 2.481, -4.155], [-0.728, 0.544, -8.248], [-4.021, 6.293, 3.026], [-0.841, -0.039, -6.951], [-0.226, -1.320, 0.620], [-3.717, 0.826, -0.918], [-1.863, 5.684, 1.784], [0.677, -2.581, 2.689], [4.949, -4.842, 0.518], [1.316, -2.685, 3.881], [0.841, -1.565, 0.596], [-2.554, 3.223, 3.508], [1.118, -3.327, 5.807], [-1.861, 4.719, 4.119], [4.512, -5.432, -3.221], [-0.695, 0.849, -5.936], [4.544, -1.221, 1.333], [-0.070, 1.028, -0.263], [6.528, -6.091, -0.984], [-1.910, 4.068, 3.241], [-1.598, 1.176, -8.449]], "mulliken_charge": [0.02, -0.04, 0.22, 0.31, 0.22, 0.37, -0.20, -0.64, 0.26, -0.33, 0.27, -1.10, -0.37, -0.36, 0.27, 0.31, -0.28, 0.34, 0.29, 0.00, -0.46, 0.35, -0.58, 0.74, 0.28, -0.28, 0.32, -0.64, 0.15, 0.30, 0.56, -0.57, -0.36, -0.56, -0.68, -1.09, 0.15, 0.29, 0.29, -0.34, 0.29, -0.16, 0.36, -0.35, 0.59, 0.28, 0.34, -0.63, 0.73, -0.33, 0.37, -0.28, 0.32, 0.79, -0.57, -0.36, -0.78, 0.28, 0.30, 0.39, 0.29, 0.72, 0.27, -0.66, 0.30, -1.22, 0.28], "spin_multiplicity": 1, "charge": -1, "lumo_energy_ha": 0.0863, "e_tot_ev": -46980.3320, "max_force_ev_per_a": 11.7}

Entry 3:
{"formula": "C17H35BrN4O2S", "method": "the ωB97M-V functional and the def2-TZVPD basis", "symbols": ["C", "H", "C", "H", "H", "O", "H", "C", "H", "H", "H", "C", "N", "N", "C", "H", "C", "C", "Br", "H", "H", "C", "H", "H", "H", "O", "H", "C", "H", "H", "H", "H", "H", "C", "H", "H", "H", "H", "C", "H", "S", "H", "H", "H", "N", "H", "H", "C", "C", "H", "H", "N", "H", "C", "H", "C", "H", "H", "C", "C"], "positions_angstrom": [[1.820, -4.873, -0.449], [1.271, 4.324, 2.601], [-1.878, 3.280, 2.591], [-2.474, 2.568, 3.166], [1.345, -2.061, -0.224], [-1.175, -1.119, -1.935], [-0.809, 2.410, 5.003], [3.389, -1.163, 1.771], [0.032, 2.364, 2.649], [-3.086, -0.285, -1.942], [0.094, -5.145, 0.809], [-0.226, 3.229, 4.560], [0.172, 0.176, 1.311], [3.620, -1.312, 2.887], [2.419, 0.299, -0.009], [2.035, -4.646, -1.495], [-3.200, -1.976, -4.281], [0.319, -4.754, -0.180], [3.517, 1.762, 0.694], [0.845, 2.079, -1.858], [-3.640, -2.763, -3.666], [1.146, 0.291, 0.708], [-2.408, 3.796, 5.724], [0.828, 3.019, 4.757], [1.313, -0.194, -1.747], [-0.491, 4.440, 5.244], [4.149, -0.954, -0.151], [2.185, 0.419, -1.522], [-0.227, -5.351, -0.911], [-1.900, 5.374, 6.360], [-2.927, -1.835, -1.069], [1.997, 1.794, -3.143], [2.552, 2.574, -1.678], [-2.430, -0.892, -1.314], [-0.039, -2.441, -2.909], [-1.941, 2.999, 1.540], [0.002, 5.262, 2.903], [-3.605, -1.019, -3.954], [-0.420, 3.277, 3.040], [-2.330, 5.221, 4.653], [2.818, -3.785, 0.592], [3.022, -0.041, -2.049], [-3.529, -2.125, -5.308], [-1.340, -2.853, -4.815], [0.274, 4.410, 2.421], [-2.242, -0.346, -0.390], [-0.141, -0.859, -4.936], [3.172, -1.026, 0.328], [-1.109, -2.230, -2.809], [2.696, -2.335, -1.306], [2.136, -5.899, -0.281], [-1.150, -0.788, -4.844], [-2.333, 4.266, 2.686], [-1.854, 4.712, 5.495], [-1.300, -0.010, -4.208], [-1.677, -2.002, -4.215], [-0.016, -3.724, -0.240], [-1.568, -3.107, -2.333], [1.881, 1.813, -2.060], [2.417, -2.240, -0.258]], "mulliken_charge": [-0.40, 0.28, -1.54, 0.36, 0.00, -0.22, 0.43, -0.13, -0.19, 0.23, 0.34, -0.83, -0.52, -0.50, 0.54, 0.28, -1.45, -0.81, 0.00, 0.31, 0.33, -0.06, 0.30, 0.35, -0.31, -0.40, 0.48, 0.10, 0.32, 0.27, 0.35, 0.39, 0.42, -0.85, 0.19, 0.31, 0.30, 0.32, 1.14, 0.22, -0.09, 0.50, 0.37, 0.43, -0.70, 0.27, 0.27, 0.28, -0.37, 0.39, 0.40, -0.69, 0.36, -0.64, 0.32, 0.04, 0.07, 0.44, -1.44, -0.50], "spin_multiplicity": 1, "lumo_energy_ha": 0.0106, "e_tot_ev": -109128.1038, "smiles": "CCSC[C@H](C#N)[C@](Br)(C#N)CC.COC[C@@H](C)N.COC[C@@H](C)N", "max_force_ev_per_a": 0.6}